Run 1
19
Properties=species:S:1:pos:R:3:nbo_charge:R:1 method="wB97M-V/def2-TZVPD" homo_lumo_gap_ev=9.54 charge=0 spin_multiplicity=1
C 2.399 -1.576 0.727 -0.305
C 0.916 -0.254 -0.400 0.380
C -0.347 0.195 -0.812 0.399
C -1.527 0.677 1.317 -0.094
C -2.307 -0.415 2.100 -0.074
H 2.810 -1.879 -0.298 0.228
H 3.159 -0.716 1.020 0.188
H 2.360 -2.213 1.689 0.216
H -0.540 1.124 1.756 0.212
H -2.053 1.730 1.144 0.184
H -1.481 -1.301 2.035 0.163
H -3.320 -0.650 1.727 0.189
H -3.354 -0.327 3.933 0.475
N 1.876 0.135 -1.245 -0.702
N -0.309 0.805 -1.996 -0.615
O 1.005 -1.073 0.731 -0.484
O -1.522 0.134 -0.047 -0.518
O -2.400 0.046 3.392 -0.722
S 1.249 0.815 -2.533 0.880



Run 2
19
Properties=species:S:1:pos:R:3:nbo_charge:R:1 method="wB97M-V/def2-TZVPD" homo_lumo_gap_ev=8.06 charge=0 smiles="OC(O)=C1NCCS1.N=C=O" spin_multiplicity=1
C 1.023 -1.104 -2.407 0.852
C -1.605 1.057 -0.365 0.572
C 0.913 0.160 1.834 -0.219
C 0.536 -1.330 1.738 -0.544
C -0.684 0.273 0.212 -0.215
N 0.909 -0.427 -3.364 -0.762
N 0.620 0.724 0.557 -0.630
O -1.312 2.301 -0.796 -0.678
O 1.500 -1.710 -1.557 -0.530
O -2.830 0.668 -0.725 -0.654
S -1.071 -1.326 0.955 0.158
H 0.231 0.621 2.605 0.192
H 1.954 0.341 2.090 0.209
H 1.251 -1.867 1.069 0.226
H 0.441 -1.705 2.704 0.226
H -3.091 -0.106 -0.378 0.487
H 0.380 0.357 -3.723 0.440
H -0.504 2.645 -0.398 0.506
H 1.337 0.428 -0.052 0.365



Quick one: least stable of them? run 1



Run 1
9
Properties=species:S:1:pos:R:3:nbo_charge:R:1 method="wB97M-V/def2-TZVPD" homo_lumo_gap_ev=10.44 charge=0 spin_multiplicity=1
C 0.727 1.960 -0.128 0.293
C 0.429 -1.278 0.547 0.299
N -0.142 2.735 -0.157 -0.744
O 0.016 -1.178 -0.549 -0.503
I -3.181 0.367 -0.223 -0.127
H 1.455 -1.029 0.979 0.127
H -0.266 -1.841 1.330 0.079
H -1.039 3.128 0.108 0.450
H -2.465 -0.971 -0.675 0.125



Run 2
9
Properties=species:S:1:pos:R:3:nbo_charge:R:1 method="wB97M-V/def2-TZVPD" homo_lumo_gap_ev=10.28 charge=0 spin_multiplicity=1
C -1.952 -0.618 0.017 0.402
C 0.163 1.018 0.008 -0.257
N -1.294 -1.655 0.001 -0.672
O -1.251 0.899 0.009 -0.605
I -3.920 0.052 0.015 0.185
H 0.511 0.553 1.047 0.181
H 0.293 2.173 -0.095 0.199
H 0.588 0.617 -0.858 0.178
H -1.731 -2.528 0.106 0.389



Quick one: least stable of them? run 1



Run 1
9
Properties=species:S:1:pos:R:3:nbo_charge:R:1 method="wB97M-V/def2-TZVPD" homo_lumo_gap_ev="8.22 / 8.57" charge=0 spin_multiplicity=1
C -0.243 -0.554 -0.229 0.115
C -0.149 0.876 -0.086 0.103
N 0.025 -1.305 0.729 -0.675
O -0.003 1.390 1.127 -0.652
I -0.935 -1.177 -2.187 0.061
H -0.589 1.544 -0.808 0.224
H 1.656 0.850 -0.910 -0.060
H -0.042 -2.308 0.624 0.380
H 0.280 0.684 1.740 0.503



Run 2
9
Properties=species:S:1:pos:R:3:nbo_charge:R:1 method="wB97M-V/def2-TZVPD" homo_lumo_gap_ev=8.81 charge=0 spin_multiplicity=1
C -0.663 -0.705 -0.101 0.150
C 0.234 0.113 0.670 -0.112
N -0.279 -1.714 -0.705 -0.559
O 0.672 1.560 -0.785 -0.779
I -2.724 0.036 -0.077 0.011
H 1.252 -0.235 0.743 0.238
H -0.137 0.795 1.415 0.229
H -0.908 -2.259 -1.283 0.378
H -0.181 1.997 -0.860 0.444



Run 3
9
Properties=species:S:1:pos:R:3:nbo_charge:R:1 method="wB97M-V/def2-TZVPD" homo_lumo_gap_ev=8.36 charge=0 smiles="C=C=N.OI" spin_multiplicity=1
C -0.245 0.123 0.382 0.417
C -0.959 -0.538 -0.428 -0.645
N 0.579 0.873 0.913 -0.685
O 1.152 2.583 -1.464 -0.830
I -0.112 1.892 -2.975 0.338
H -0.538 -0.857 -1.388 0.260
H -2.033 -0.803 -0.295 0.255
H 1.278 0.634 1.651 0.406
H 0.864 1.853 -0.870 0.483



Quick one: least stable of them? run 1



Run 1
9
Properties=species:S:1:pos:R:3:nbo_charge:R:1 method="wB97M-V/def2-TZVPD" homo_lumo_gap_ev=8.95 charge=0 spin_multiplicity=1
C 1.056 0.042 -0.028 0.419
C 0.987 -0.621 -1.096 -0.637
N 0.896 0.727 0.969 -0.646
O -2.029 0.760 1.094 -0.885
I -2.879 0.279 -0.564 0.397
H 1.755 -0.600 -1.808 0.247
H 0.140 -1.310 -1.250 0.258
H 1.237 0.332 1.748 0.366
H -1.163 0.392 0.935 0.482



Run 2
9
Properties=species:S:1:pos:R:3:nbo_charge:R:1 method="wB97M-V/def2-TZVPD" homo_lumo_gap_ev="5.99 / 7.80" charge=0 spin_multiplicity=1
C -0.528 0.928 0.037 -0.150
C 0.487 0.016 0.748 -0.143
N 0.980 -0.043 -1.992 -0.609
O 0.137 -0.861 1.736 -0.670
I -2.525 0.476 -0.406 0.222
H 1.353 0.733 1.020 0.249
H 0.764 -0.196 -0.564 0.330
H 0.170 -0.253 -2.520 0.276
H -0.838 -0.800 1.941 0.496



Quick one: least stable of them? run 2



Run 1
10
Properties=species:S:1:pos:R:3:nbo_charge:R:1 method="wB97M-V/def2-TZVPD" homo_lumo_gap_ev="6.73 / 6.72" charge=0 spin_multiplicity=1
C -0.589 -1.335 0.075 0.580
C 1.582 -0.374 0.094 0.291
N 1.968 0.877 -0.068 -0.770
O -1.828 -1.078 -0.003 -0.577
O -2.119 1.558 0.026 -0.948
O 0.219 -0.326 0.148 -0.512
S -2.857 0.322 0.077 0.931
H -0.413 -2.368 -0.177 0.186
H 1.148 1.605 -0.115 0.413
H 2.889 1.120 -0.056 0.406



Run 2
10
Properties=species:S:1:pos:R:3:nbo_charge:R:1 method="wB97M-V/def2-TZVPD" homo_lumo_gap_ev=8.22 charge=0 spin_multiplicity=1
C -0.665 -0.184 -0.591 -0.156
C 0.224 -0.071 0.424 -0.266
N -1.986 -0.665 -0.579 0.074
O -1.292 1.011 -3.491 -0.838
O -1.686 -1.374 -4.080 -0.820
O -2.364 -1.505 0.258 -0.275
S -2.210 -0.070 -3.870 1.655
H -0.249 0.300 -1.454 0.221
H 1.063 0.417 0.226 0.197
H -0.107 -0.458 1.382 0.208



Run 3
10
Properties=species:S:1:pos:R:3:nbo_charge:R:1 method="wB97M-V/def2-TZVPD" homo_lumo_gap_ev=7.82 charge=0 smiles="O=C(O)C(=S)NO" spin_multiplicity=1
C -0.651 -0.455 -0.165 0.005
C -0.006 0.982 0.000 0.751
H 1.879 -0.635 0.092 0.521
H -0.418 -2.445 -0.297 0.425
H -0.252 2.923 0.230 0.518
N 0.049 -1.538 -0.172 -0.256
O 1.357 -1.618 0.367 -0.549
O -0.795 2.073 0.261 -0.647
O 1.200 1.235 -0.321 -0.624
S -2.364 -0.520 0.006 -0.145



Quick one: least stable of them? run 1



Run 1
17
Properties=species:S:1:pos:R:3:nbo_charge:R:1 method="wB97M-V/def2-TZVPD" homo_lumo_gap_ev=10.38 charge=0 smiles="OCC/C(=C/F)CO" spin_multiplicity=1
C 2.026 0.267 0.094 -0.059
C 0.934 -0.307 1.030 -0.430
C -0.502 -0.223 0.496 -0.128
C -1.159 1.110 0.405 -0.106
C -1.134 -1.291 0.049 0.251
H 3.104 -0.372 -1.365 0.469
H 2.779 0.753 0.618 0.158
H 1.550 1.017 -0.415 0.167
H 1.201 -1.315 1.277 0.220
H 0.975 0.220 1.947 0.210
H -2.156 1.021 0.073 0.190
H -1.104 1.709 1.303 0.191
H -0.439 1.608 -1.327 0.459
H -0.854 -2.374 0.277 0.186
O 2.483 -0.760 -0.747 -0.716
O -0.608 2.067 -0.516 -0.719
F -2.338 -1.117 -0.525 -0.342



Run 2
17
Properties=species:S:1:pos:R:3:nbo_charge:R:1 method="wB97M-V/def2-TZVPD" homo_lumo_gap_ev=10.72 charge=0 spin_multiplicity=1
C 1.961 0.182 -0.290 -0.090
C 0.995 -0.945 -0.017 0.086
C -0.004 -0.755 1.140 -0.477
C -1.019 -0.918 0.092 0.048
C -1.952 0.234 -0.151 0.040
H 0.581 1.514 -0.199 0.480
H 2.164 0.168 -1.406 0.176
H 2.833 0.017 0.283 0.183
H 1.540 -1.913 -0.006 0.177
H 0.041 -1.595 1.863 0.217
H 0.086 0.141 1.789 0.250
H -1.615 -1.855 0.190 0.187
H -2.749 0.210 0.614 0.170
H -2.408 0.213 -1.149 0.186
O 1.477 1.419 0.213 -0.721
O -0.074 -1.027 -0.983 -0.530
F -1.287 1.464 -0.052 -0.380



Quick one: least stable of them? run 1